Entry 1:
110
Properties=species:S:1:pos:R:3:mulliken_charge:R:1 method="wB97M-V/def2-TZVPD" gap_ev=5.6 total_energy_ha=-4087.38111 lumo_energy_ev=-6.1 relative_energy_kcal_mol=225.75 total_charge=+2 mol_weight_g_mol=1113.28 e_homo_ev=-11.66
Ir 0.592 -1.254 1.262 1.26
S -0.071 -3.377 0.707 -0.51
S 0.726 -5.936 2.088 0.02
P 2.369 -0.462 -0.306 0.40
P 4.611 -2.276 -1.736 -0.06
O -10.900 4.481 0.113 -0.45
N -0.831 -0.294 2.504 -0.25
N -5.212 1.912 1.860 -0.12
N 1.513 -3.636 2.880 -1.74
N -5.209 1.534 -0.320 -0.88
N 1.654 -2.267 2.692 1.06
N 1.996 0.397 2.130 -0.81
N -0.818 -0.655 -0.077 0.25
C -11.598 5.028 1.229 -0.85
C -1.753 -0.436 -2.458 -0.35
C 5.501 -0.960 -4.107 0.25
C -4.020 1.272 1.571 -0.24
C 3.143 1.972 1.062 -0.79
C 7.807 -0.969 -4.789 -0.50
C -2.936 0.860 2.419 0.49
C 0.787 -4.206 1.979 0.64
C -0.683 -1.008 -1.492 -0.35
C -2.846 1.050 3.810 -0.77
C -9.097 3.825 1.587 -0.74
C -2.963 0.411 -0.488 0.71
C -9.067 3.364 -0.779 -0.62
C -9.705 3.905 0.338 0.93
C 6.487 -0.585 -5.005 -0.75
C -7.840 2.758 -0.650 -0.54
C 3.854 0.391 4.068 -1.20
C -1.756 0.572 4.499 -1.13
C -7.213 2.678 0.596 0.45
C 1.213 0.636 -1.214 -0.12
C 2.617 -4.267 -4.774 -0.81
C 2.918 -0.351 3.088 1.43
C -5.897 2.045 0.694 0.24
C 4.985 0.386 2.995 -0.79
C -0.856 1.978 -2.768 -0.95
C 1.997 1.927 2.145 -0.77
C 5.821 -1.723 -2.980 0.43
C 1.419 -4.612 -4.168 -0.86
C 3.364 -3.182 -2.741 0.51
C 2.170 -3.569 -2.130 0.12
C -0.404 -6.398 0.761 -0.74
C 7.146 -2.102 -2.776 -0.67
C 3.094 0.427 1.087 0.91
C 4.062 -0.374 1.997 -0.94
C 4.995 1.937 3.010 -0.66
C 8.136 -1.730 -3.678 -0.59
C -4.062 1.063 0.227 0.59
C 3.704 -0.645 -1.547 -1.02
C -0.760 -0.121 3.817 -0.23
C -7.858 3.211 1.701 -0.72
C 2.443 -1.678 3.490 -0.88
C 3.867 1.935 4.091 -0.42
C 0.421 -0.193 -2.196 0.05
C -1.876 0.197 1.809 0.18
C -1.834 -0.025 0.350 0.40
C 0.865 1.911 -1.016 -0.23
C 1.199 -4.264 -2.841 -0.44
C 2.929 2.701 3.126 -0.98
C 3.583 -3.561 -4.066 -0.40
C -0.170 2.596 -1.818 -1.32
C -2.936 0.193 -1.800 -1.11
C 4.064 2.716 2.051 -0.90
C -0.661 0.527 -3.069 -0.31
H -12.529 5.418 0.835 0.25
H 4.515 -3.312 -4.555 0.42
H 4.444 -1.312 1.600 0.80
H -11.811 4.258 1.972 0.35
H 2.808 -4.554 -5.800 0.43
H -0.344 3.646 -1.619 0.47
H 4.006 2.383 5.071 0.53
H -11.027 5.839 1.686 0.35
H -2.073 -1.172 -3.193 0.71
H -0.612 -7.454 0.926 0.42
H -1.600 2.516 -3.347 0.46
H 4.442 0.091 -1.210 0.85
H -5.540 2.208 2.763 0.18
H 7.403 -2.698 -1.907 0.37
H 6.229 0.003 -5.876 0.41
H 3.060 2.440 0.094 0.67
H 0.064 -6.273 -0.213 0.21
H 2.918 -2.239 4.289 0.62
H -9.564 3.434 -1.738 0.43
H 0.098 -0.541 4.326 0.52
H 4.475 -0.672 -4.305 0.31
H 2.489 3.620 3.501 0.58
H -7.345 2.334 -1.514 0.47
H -9.575 4.232 2.465 0.42
H -1.337 -5.842 0.825 0.30
H 2.002 -3.347 -1.083 0.22
H 5.939 -0.096 3.186 0.58
H 8.577 -0.675 -5.491 0.40
H -0.517 -2.081 -1.572 0.09
H 1.334 2.512 -0.265 0.64
H -1.666 0.713 5.567 0.49
H 0.671 -5.169 -4.717 0.43
H -0.540 0.387 -4.142 0.55
H 0.993 2.326 2.015 0.78
H -3.796 0.490 -2.393 0.67
H -7.408 3.161 2.689 0.20
H 0.277 -4.555 -2.351 0.49
H 3.958 -0.099 5.032 0.66
H 4.479 3.646 1.673 0.61
H 5.966 2.392 3.181 0.54
H 9.162 -2.033 -3.511 0.43
H -3.635 1.566 4.343 0.49
H 1.073 -0.853 -2.776 0.61
H 3.313 -0.320 -2.509 0.77


Entry 2:
104
Properties=species:S:1:pos:R:3:mulliken_spin:R:1 method="wB97M-V/def2-TZVPD" multiplicity=5 gap_ev="5.6 / 5.2" total_energy_ha=-3330.30108 lumo_energy_ev="-5.7 / -8.2" s_squared=6.10 relative_energy_kcal_mol=37.85 total_charge=+2 mol_weight_g_mol=921.40 e_homo_ev="-11.21 / -13.43"
Pd -0.469 0.483 0.271 0.51
P -1.492 -1.814 0.468 0.03
P 1.911 -0.046 0.269 0.06
Si -0.384 0.609 2.635 -0.03
O 1.949 1.376 -5.730 0.07
N 1.409 -0.710 -6.429 0.02
N -1.238 -0.101 -2.116 0.15
C 1.325 0.339 -5.565 -0.03
C -1.657 2.306 0.635 1.03
C -4.058 1.360 0.327 0.02
C -3.472 -4.888 -1.327 0.00
C 4.137 -0.082 3.674 0.00
C -3.492 0.035 0.659 0.08
C -1.754 -1.026 4.466 -0.02
C -2.659 -0.325 -1.679 0.10
C 3.696 1.883 -2.817 0.00
C 3.733 2.072 -0.033 0.02
C -0.907 2.101 3.668 0.03
C -1.886 -3.418 -0.282 0.14
C -2.411 -2.147 4.956 0.02
C 3.743 -0.098 2.348 0.00
C 1.861 0.298 4.341 0.00
C -0.617 -1.218 -2.716 0.32
C 0.535 5.730 -0.470 0.18
C -2.468 -3.075 2.743 0.03
C -0.885 1.163 -2.652 0.24
C -0.824 5.807 -0.226 -0.08
C -3.526 0.849 -2.037 0.02
C -4.136 1.613 -1.145 0.02
C 2.061 -2.753 0.718 0.05
C -2.511 -5.890 -1.374 0.02
C 4.517 2.918 -0.802 0.00
C -3.166 -3.649 -0.788 0.04
C 1.447 0.301 3.006 0.01
C -0.053 1.287 -3.710 -0.01
C 2.567 -1.713 -0.061 0.03
C -1.423 -0.914 3.117 0.03
C -3.650 3.749 0.967 0.12
C -2.760 -3.175 4.094 0.00
C 4.495 2.829 -2.187 0.01
C 3.191 0.108 4.673 0.00
C -3.088 2.359 1.068 -0.04
C 2.953 1.101 -0.660 0.05
C 2.648 -4.006 0.674 0.02
C 2.931 1.018 -2.052 0.05
C 3.738 -4.230 -0.159 0.01
C 2.402 0.102 2.014 0.01
C -0.919 -4.421 -0.338 0.02
C 0.184 -1.111 -3.804 -0.03
C -0.892 3.427 0.341 -0.15
C 4.241 -3.197 -0.934 0.00
C 3.663 -1.936 -0.889 0.02
C -1.820 -1.944 2.248 0.12
C 0.464 0.150 -4.378 0.28
C -1.237 -5.657 -0.876 -0.01
C -2.951 4.797 0.537 -0.03
C 0.520 3.407 0.143 0.05
C 1.207 4.520 -0.261 -0.09
C -1.552 4.701 0.191 0.21
C -2.727 -0.658 -0.194 0.03
H -5.043 1.497 0.779 -0.01
H -4.686 3.854 1.267 0.00
H 0.223 2.268 -4.075 0.00
H -2.758 -6.852 -1.802 0.00
H -2.758 -3.875 2.074 0.00
H -0.489 -6.438 -0.913 0.00
H 0.078 -4.236 0.031 0.01
H 5.102 -3.366 -1.568 0.00
H -3.421 5.771 0.474 0.00
H -0.785 3.043 3.134 0.00
H -2.639 -2.218 6.011 0.00
H 3.494 0.108 5.712 0.00
H 5.147 3.651 -0.314 0.00
H 1.069 2.498 0.346 0.15
H 0.698 -1.419 -6.441 0.00
H -3.147 2.053 2.126 0.05
H 1.134 0.434 5.134 0.00
H 3.655 1.831 -3.896 0.00
H 1.238 -2.558 1.399 -0.02
H -3.262 -4.055 4.474 0.00
H 2.320 0.266 -2.534 -0.02
H -4.737 2.454 -1.468 0.00
H 4.475 -0.271 1.568 0.00
H 1.908 -0.547 -7.289 0.00
H -1.359 2.018 -2.195 0.04
H -3.924 -2.876 -0.737 0.01
H 3.736 2.166 1.045 0.00
H 2.277 4.465 -0.407 0.01
H -1.942 2.021 4.003 0.00
H 1.082 6.607 -0.789 0.01
H -0.267 2.143 4.552 0.00
H -1.340 6.751 -0.352 0.00
H -1.477 -0.234 5.153 0.00
H 5.179 -0.223 3.927 0.00
H -4.466 -5.073 -1.712 0.00
H 2.272 -4.807 1.298 0.00
H -3.566 -0.273 1.697 0.02
H -3.621 1.045 -3.099 0.00
H 5.101 3.502 -2.778 0.00
H 0.637 -2.011 -4.201 0.00
H 4.079 -1.132 -1.481 0.00
H -0.847 -2.177 -2.275 0.00
H -3.018 -1.192 -2.244 0.00
H 4.201 -5.207 -0.191 0.00